This record from the Open Molecules 2025 dataset describes a molecular structure, C23H23CoP2 in a non-equilibrium geometry. The level of theory is ωB97M-V/def2-TZVPD.

Geometry as XYZ:
```
49
Properties=species:S:1:pos:R:3:lowdin_spin:R:1
C 3.262 -2.176 0.690 0.28
C 3.219 -2.009 2.099 0.01
C 2.049 -2.691 2.620 0.34
C 1.478 -3.430 1.517 0.03
C 2.050 -2.954 0.251 0.28
Co 1.033 -1.074 -2.001 2.00
P 2.770 -0.301 -2.839 0.12
H 4.040 -1.866 -0.064 0.01
H 3.953 -1.524 2.713 -0.01
H 1.784 -2.782 3.710 0.02
H 2.101 -3.544 -0.680 0.02
H 0.769 -4.219 1.627 0.00
H 2.982 -1.062 -4.007 0.03
H 3.987 0.205 -2.676 0.02
H 2.146 0.806 -3.411 0.01
C -3.089 0.756 3.565 0.00
C -2.924 -0.535 3.041 0.00
C -1.912 -0.785 2.118 0.01
C -1.070 0.251 1.667 0.04
C -1.174 1.520 2.270 0.01
C -2.188 1.780 3.189 0.00
P -0.023 -0.053 0.126 0.09
C -1.333 -0.493 -1.018 0.16
C -0.981 -1.604 -1.805 0.18
C -1.902 -2.082 -2.787 0.06
C -3.088 -1.389 -2.953 0.09
C -3.423 -0.280 -2.172 0.11
C -2.561 0.138 -1.180 0.02
C 0.536 1.640 -0.287 0.01
C -0.126 2.469 -1.169 0.00
C 0.393 3.747 -1.446 0.00
C 1.576 4.163 -0.864 0.00
C 2.290 3.300 0.015 0.00
C 1.767 2.051 0.310 0.00
H -3.903 0.977 4.269 0.00
H -3.605 -1.324 3.356 0.00
H -1.808 -1.793 1.691 0.00
H -0.512 2.319 1.984 0.00
H -2.307 2.789 3.619 0.00
H 0.033 -2.199 -1.647 0.05
H -1.640 -2.972 -3.393 0.00
H -3.796 -1.737 -3.726 0.00
H -4.359 0.247 -2.333 0.01
H -2.821 0.996 -0.536 0.00
H -1.045 2.147 -1.665 0.00
H -0.142 4.412 -2.148 0.00
H 1.993 5.149 -1.086 0.00
H 3.225 3.638 0.461 0.00
H 2.293 1.377 0.986 0.00
```

Results
- E_HOMO (alpha / beta) (eV) = -3.75 / -7.99
- frontier orbital gap (alpha / beta) (eV) = 4.35 / 6.10
- 2S+1 = 5